Density functional theory data (ωB97M-V/def2-TZVPD) for 13 unconnected molecules or ions with the total composition C3H32NO12S in a non-equilibrium geometry.

Geometry (Å):
C (1.9139, 1.9331, 0.3499)
C (2.7858, 1.3209, 1.4702)
S (2.7152, -0.4156, 2.0116)
C (0.5464, 2.1615, 1.0220)
N (-0.4706, 1.1642, 0.5984)
H (1.7895, 1.3974, -0.6007)
H (2.3856, 2.8058, -0.1016)
H (2.7162, 1.8698, 2.4055)
H (3.8417, 1.3732, 1.1467)
H (0.1828, 3.1597, 0.8048)
H (0.5826, 1.9490, 2.0932)
H (-0.8507, 1.4603, -0.2923)
H (-0.0902, 0.2275, 0.5996)
H (-2.2404, 1.3608, -3.3258)
H (-1.8489, -0.0023, -3.0197)
O (-2.4646, 0.4605, -3.6022)
H (-1.2696, -2.5371, 0.0013)
H (-1.8694, -2.3782, -1.4722)
O (-1.9769, -2.7757, -0.6079)
H (2.3095, -0.4568, -3.7221)
H (2.5091, 0.8332, -2.9089)
O (1.8341, 0.2722, -3.3080)
H (3.3823, -1.5188, 0.1175)
H (2.8684, -3.0064, -0.0143)
O (3.1657, -2.2345, -0.5032)
H (0.8488, -2.3860, 1.2661)
H (0.9927, -3.0878, -0.0714)
O (0.5531, -3.1732, 0.7862)
H (3.9365, 0.7556, -0.4521)
H (4.1547, -0.4753, -1.4239)
O (4.2241, 0.4771, -1.3113)
H (-1.9732, 1.2800, 1.6788)
H (-2.8100, 0.5719, 2.6587)
O (-2.8931, 1.3290, 2.0418)
H (-3.7315, 0.8629, -1.2039)
H (-3.7340, 0.9728, 0.3452)
O (-3.5253, 0.3894, -0.3947)
H (2.4240, -2.0048, -1.9294)
H (1.0998, -1.5812, -2.7101)
O (1.8214, -2.2078, -2.6801)
H (-2.8963, 2.4640, 0.5896)
H (-2.2129, 3.8780, 0.6257)
O (-2.7526, 3.2903, 0.0980)
H (-3.3233, -2.5482, 0.6503)
H (-3.8209, -1.5269, 1.5757)
O (-3.5988, -2.4690, 1.5847)
H (-1.0733, -0.7091, 2.7097)
H (-2.3167, -1.6795, 3.1621)
O (-1.8407, -0.8457, 3.2624)

* HOMO (spin up / spin down): -0.392 / -0.392 Ha
* DFT total energy: -40523.797 eV
* <S²>: 0.7529
* net charge: 0
* multiplicity: 2
* LUMO (spin up / spin down): -0.246 / -3.949 eV